The following is a quantum chemistry calculation of 12 unconnected molecules or ions with the total composition C58H108N2O18S7 in a non-equilibrium geometry, from the OMol25 dataset.

Computed properties:
HOMO-LUMO gap: 8.32 eV
Structure (SMILES): O=[N+]([O-])c1ccccc1.O=[N+]([O-])c1ccccc1.O=S1(=O)CCCC1.O=S1(=O)CCCC1.O=S1(=O)CCCC1.O=S1(=O)CCCC1.O=S1(=O)CCCC1.O=S1(=O)CCCC1.O=S1(=O)CCCC1.CCCCCC.CCCCCC.CCCCCC
Energy: -177571.403 eV

XYZ file:
```
193
Properties=species:S:1:pos:R:3:forces:R:3:mulliken_charge:R:1
O -6.221 5.368 -2.528 -0.046 -0.100 -0.106 -0.6474
N -5.549 4.813 -1.682 -0.061 0.196 0.499 1.1677
O -5.809 4.806 -0.489 0.045 0.008 -0.232 -0.6063
C -4.347 4.110 -2.109 0.526 -0.617 -0.679 -0.0902
C -4.199 3.730 -3.440 0.041 0.826 -0.333 -0.3397
C -3.070 3.035 -3.830 -0.644 -1.139 0.076 -0.7981
C -2.207 2.507 -2.876 -0.152 0.276 -0.199 -0.6496
C -2.311 2.943 -1.561 -0.271 -1.179 -0.557 0.3535
C -3.392 3.725 -1.192 0.458 0.461 1.129 -0.8403
H -4.929 3.991 -4.194 -0.133 0.128 0.191 0.5026
H -3.021 2.641 -4.838 0.114 0.248 -0.083 0.4395
H -1.572 1.692 -3.198 0.523 0.302 0.172 0.4415
H -1.697 2.446 -0.820 0.088 0.455 0.235 0.3795
H -3.431 4.015 -0.149 -0.403 -0.019 -0.050 0.5577
O 3.589 2.055 -1.364 -0.081 0.386 0.309 -0.5654
N 2.730 2.391 -2.160 0.701 -1.329 0.018 0.6044
O 1.571 2.040 -2.074 -0.399 0.415 -0.222 0.1231
C 3.199 3.078 -3.353 0.252 0.632 -0.755 -0.1515
C 4.535 3.426 -3.483 0.229 0.031 0.299 -0.5733
C 4.974 4.009 -4.661 0.326 -0.291 -0.414 -0.5397
C 4.121 4.196 -5.743 -0.719 0.258 0.287 -0.5164
C 2.761 3.934 -5.575 1.129 -0.726 -0.103 -0.6648
C 2.342 3.334 -4.400 -1.690 0.414 -0.352 0.1092
H 5.235 3.221 -2.686 -0.073 0.023 0.051 0.5515
H 6.026 4.232 -4.781 -0.007 0.035 0.116 0.3981
H 4.463 4.558 -6.703 0.232 0.106 0.111 0.4194
H 2.076 4.020 -6.407 -0.101 0.215 0.098 0.4224
H 1.276 3.134 -4.375 0.129 -0.415 0.524 0.3159
O 1.324 -1.587 6.123 -0.033 -0.162 0.122 -0.7745
S 1.398 -1.083 4.773 0.615 0.824 1.071 0.9052
O 1.202 -2.006 3.684 -0.129 -0.119 -0.320 -0.5102
C 0.315 0.352 4.661 0.995 -0.533 -0.562 0.3221
C 1.160 1.508 5.156 -0.312 0.331 0.410 -0.5901
C 2.612 1.340 4.661 -0.475 -0.082 0.787 -0.0762
C 2.956 -0.154 4.584 -0.619 0.225 -1.158 0.1384
H -0.568 0.122 5.246 -0.192 0.106 -0.298 0.7861
H 0.169 0.461 3.583 -0.619 0.019 0.165 -0.8442
H 0.734 2.442 4.785 0.130 -0.220 0.143 0.0573
H 1.138 1.563 6.246 0.016 -0.192 0.029 0.3141
H 3.242 1.852 5.387 0.257 0.050 -0.240 0.4610
H 2.713 1.835 3.696 0.184 -0.112 -0.036 -0.5350
H 3.708 -0.535 5.264 -0.120 -0.028 0.162 0.7482
H 3.248 -0.386 3.563 0.312 -0.147 0.113 -0.5010
O -0.033 0.693 -5.127 -0.519 0.137 0.458 -0.5675
S 0.288 -0.708 -4.964 1.704 0.894 0.939 1.1667
O -0.599 -1.683 -5.494 -0.479 -0.908 -0.937 -0.6867
C 2.020 -0.786 -5.484 0.337 0.720 -0.018 -0.6077
C 2.698 -1.732 -4.529 -0.645 -1.710 -0.626 -0.9355
C 2.155 -1.506 -3.113 -0.675 0.229 -0.668 -0.0139
C 0.648 -1.241 -3.255 -0.013 0.507 -0.465 1.1884
H 2.395 0.226 -5.305 -0.251 0.100 -0.151 0.1004
H 2.084 -0.984 -6.551 0.027 -0.297 0.048 0.5610
H 2.329 -2.723 -4.845 0.087 -0.051 0.267 0.2969
H 3.775 -1.860 -4.624 0.096 0.656 0.114 0.4711
H 2.570 -0.639 -2.600 0.519 -0.317 0.140 -0.0088
H 2.241 -2.456 -2.591 0.437 0.344 0.582 0.0603
H 0.308 -0.425 -2.620 -0.213 -0.295 0.274 -0.3557
H 0.105 -2.173 -3.154 -0.374 0.186 0.220 -0.8720
O -2.081 1.838 4.051 0.215 0.158 -0.028 -0.7170
S -2.647 2.909 3.274 -1.151 -0.085 0.398 1.4919
O -2.405 2.997 1.853 0.478 0.039 -0.315 -0.3008
C -4.455 2.925 3.489 0.456 -0.107 -0.587 -0.9592
C -4.734 4.030 4.491 0.158 0.261 -0.974 -0.6312
C -3.752 5.163 4.141 0.561 -0.795 0.294 -0.6619
C -2.370 4.531 4.023 0.974 -0.388 -0.467 -0.0464
H -4.836 1.932 3.716 0.234 -0.044 0.285 0.4593
H -4.793 3.167 2.478 -0.224 0.210 0.133 0.2666
H -5.736 4.406 4.286 -0.205 -0.171 0.725 0.3663
H -4.540 3.684 5.503 -0.439 0.057 0.133 0.3475
H -3.774 5.919 4.922 -0.017 0.346 -0.319 0.3751
H -3.966 5.529 3.137 -0.372 0.473 0.243 0.3082
H -1.729 4.367 4.889 -0.560 0.028 0.408 0.5183
H -1.701 5.008 3.311 -0.230 0.223 -0.053 -0.5618
O -6.677 -0.924 -0.417 -0.629 0.247 0.005 -0.6274
S -6.800 -0.674 -1.835 0.993 0.245 -0.033 1.4334
O -5.827 -1.340 -2.672 -0.427 -0.353 -0.301 -0.7510
C -8.487 -0.939 -2.510 1.523 0.049 0.253 -0.8548
C -8.933 0.413 -3.046 0.250 0.362 -0.065 -0.6815
C -7.692 1.268 -3.390 0.320 -0.170 0.386 -0.6733
C -6.676 1.059 -2.266 -0.288 -0.109 0.358 -0.2551
H -9.075 -1.398 -1.723 -0.216 -0.056 -0.163 0.4183
H -8.178 -1.623 -3.301 -0.714 -0.211 -0.086 0.3828
H -9.543 0.257 -3.933 -0.225 0.201 0.111 0.3601
H -9.470 0.997 -2.298 -0.362 -0.355 0.024 0.2882
H -7.935 2.329 -3.388 -0.166 -0.031 -0.418 0.3588
H -7.251 0.973 -4.342 -0.040 0.077 -0.042 0.3682
H -6.931 1.619 -1.365 0.025 0.126 -0.075 0.3298
H -5.645 1.234 -2.561 0.041 0.024 0.105 -0.0893
O 5.381 -4.479 4.362 0.628 -0.305 0.697 -0.7247
S 4.724 -3.729 3.342 -0.962 -0.294 -1.045 0.9466
O 4.423 -2.337 3.519 0.348 0.385 0.272 -0.4458
C 5.562 -3.952 1.768 0.470 1.415 0.200 -0.7109
C 4.863 -5.101 1.088 0.267 -0.897 0.792 -0.7514
C 3.366 -5.017 1.397 -0.120 0.681 -0.053 0.3539
C 3.235 -4.589 2.866 -1.008 -0.403 -0.009 -0.4155
H 6.627 -4.019 1.992 -0.042 -0.637 -0.020 0.5128
H 5.488 -2.978 1.275 -0.464 -0.174 -0.215 0.2262
H 5.146 -5.206 0.044 -0.197 0.007 -0.072 0.3840
H 5.183 -5.995 1.639 0.271 -0.119 -0.424 0.3119
H 2.856 -5.966 1.247 0.086 -0.071 -0.131 0.1582
H 2.858 -4.269 0.784 0.110 -0.029 -0.119 -0.3566
H 3.067 -5.437 3.530 0.463 -0.063 0.041 0.5352
H 2.361 -3.955 3.012 0.248 0.362 0.056 -0.0219
O 0.408 3.839 3.265 -0.013 -0.187 0.413 -0.5745
S 1.297 4.352 2.260 -0.219 0.911 -1.165 0.9105
O 2.708 4.511 2.502 -0.078 -0.305 0.359 -0.6635
C 1.075 3.492 0.686 -0.282 0.733 1.074 1.6515
C 1.313 4.646 -0.276 0.739 -0.025 -0.023 -0.6261
C 0.409 5.802 0.194 0.401 -0.224 -0.803 -0.5601
C 0.688 5.955 1.674 -0.514 0.429 1.224 -1.0115
H 0.018 3.218 0.663 0.122 -0.501 0.040 -0.5422
H 1.774 2.667 0.800 -0.049 -0.166 -0.738 -0.7766
H 2.347 4.988 -0.151 0.041 -0.104 -0.147 0.3956
H 1.192 4.380 -1.323 -0.333 -0.006 0.042 0.2383
H -0.635 5.571 -0.029 -0.040 -0.047 0.241 0.0765
H 0.677 6.673 -0.403 -0.112 0.215 0.274 0.5245
H -0.162 6.207 2.313 -0.317 -0.271 -0.370 0.3835
H 1.402 6.715 1.992 0.450 -0.199 -0.574 0.3919
O -3.605 -5.156 0.815 0.146 0.224 -0.304 -0.5592
S -4.995 -5.470 0.620 -0.669 -0.193 0.734 1.0958
O -5.348 -6.698 -0.041 -0.135 -0.163 -0.143 -0.7087
C -5.826 -5.356 2.230 0.019 0.584 -0.596 -0.7807
C -7.228 -4.958 1.840 -1.425 -1.328 -1.191 -0.8250
C -7.120 -3.795 0.857 0.584 0.616 0.587 -0.4154
C -5.930 -4.091 -0.060 1.136 0.901 -0.327 0.0690
H -5.322 -4.497 2.678 0.146 -0.359 0.496 0.3165
H -5.729 -6.300 2.755 0.157 0.081 0.155 0.4517
H -7.657 -5.794 1.259 0.272 -0.060 0.034 0.3333
H -7.999 -4.876 2.606 0.526 0.605 0.456 0.4001
H -6.846 -2.889 1.404 -0.160 -0.004 0.034 0.2424
H -8.023 -3.531 0.313 -0.115 -0.395 -0.034 0.2505
H -5.191 -3.288 0.017 -0.162 0.109 -0.009 -0.3802
H -6.103 -4.162 -1.132 -0.252 -0.555 0.072 0.5227
C -2.045 -4.210 -2.431 -0.055 0.011 0.394 -0.0885
C -1.200 -5.128 -1.570 0.008 -0.602 0.509 0.1738
C -0.016 -5.790 -2.252 0.882 0.303 -0.521 -0.3040
C 0.589 -6.933 -1.441 -0.980 -0.394 0.425 -0.2894
C 1.454 -7.896 -2.224 0.931 0.099 -0.308 -0.3773
C 2.051 -9.002 -1.365 -0.687 -0.038 0.340 -1.2164
H -2.434 -4.659 -3.345 0.118 -0.161 0.018 0.4875
H -1.459 -3.334 -2.702 -0.160 0.130 -0.126 -0.4512
H -2.893 -3.886 -1.824 -0.045 0.201 -0.174 -0.0904
H -0.901 -4.583 -0.666 0.299 0.130 -0.182 -0.1423
H -1.780 -5.943 -1.123 -0.392 0.103 -0.332 0.3707
H 0.764 -5.065 -2.539 -0.030 0.118 0.317 -0.0707
H -0.289 -6.191 -3.237 -0.400 -0.113 0.163 0.3874
H 1.052 -6.627 -0.496 0.353 0.379 -0.281 -0.0008
H -0.280 -7.493 -1.061 0.100 -0.192 -0.155 0.3304
H 0.896 -8.282 -3.081 -0.085 -0.150 0.121 0.3559
H 2.332 -7.399 -2.663 -0.272 0.350 -0.060 0.2660
H 2.630 -8.534 -0.565 0.193 -0.185 -0.033 0.2051
H 1.263 -9.583 -0.877 0.037 -0.028 -0.019 0.3254
H 2.670 -9.698 -1.928 0.125 0.087 -0.027 0.3842
C 2.647 -1.136 0.684 0.412 -0.031 0.795 -0.5265
C 1.225 -0.564 0.645 1.117 -0.281 -1.163 3.2443
C 0.219 -1.733 0.559 0.625 1.256 1.994 -0.8648
C -1.196 -1.257 0.344 -0.947 -0.781 -1.007 -0.4803
C -1.875 -0.511 1.492 0.878 -0.398 -0.055 1.1033
C -3.269 -0.087 1.106 -0.356 1.375 -0.552 -0.8957
H 2.798 -1.520 1.699 0.037 -0.625 -0.297 -0.3046
H 3.496 -0.454 0.576 -0.471 0.382 -0.308 -0.4428
H 2.792 -1.908 -0.076 -0.082 -0.190 0.148 0.4590
H 1.116 0.045 1.545 -0.423 0.039 -0.075 -1.1773
H 1.180 0.085 -0.240 -0.409 0.120 0.141 -0.2407
H 0.268 -2.131 1.583 -0.122 -0.406 -0.271 0.2178
H 0.625 -2.519 -0.079 -0.415 0.109 -0.483 0.1461
H -1.293 -0.682 -0.591 0.180 0.183 0.129 -0.0758
H -1.837 -2.131 0.151 0.112 -0.023 0.010 0.0109
H -1.833 -1.163 2.371 -0.267 0.008 -0.010 0.3818
H -1.297 0.375 1.773 -0.082 0.050 -0.058 -0.6818
H -3.893 -0.771 0.528 0.106 -0.579 0.553 0.2317
H -3.809 0.356 1.946 -0.197 -0.425 0.087 0.1894
H -3.200 0.760 0.407 0.211 -0.007 0.062 -0.2016
C 9.139 5.021 0.842 -0.211 0.369 1.156 -1.2013
C 8.904 3.541 0.528 0.390 0.833 -1.498 -0.6708
C 7.433 3.152 0.438 0.181 -1.307 0.450 -0.2088
C 6.739 3.237 1.803 0.015 0.811 -1.011 -1.1923
C 5.229 2.997 1.804 0.265 0.109 0.521 0.3733
C 4.815 1.547 1.725 1.721 -0.577 -0.883 -0.3982
H 10.046 5.464 0.433 0.103 -0.347 -0.150 0.3777
H 9.200 5.173 1.926 0.005 0.057 -0.061 0.2761
H 8.314 5.666 0.525 -0.067 -0.210 -0.215 0.2955
H 9.348 3.409 -0.468 -0.088 -0.345 0.057 0.3645
H 9.475 2.887 1.185 -0.167 0.019 0.217 0.3621
H 7.415 2.113 0.078 -0.135 0.023 0.040 0.2660
H 6.900 3.716 -0.332 0.058 0.333 0.167 0.2166
H 7.268 2.609 2.524 -0.109 -0.055 0.044 0.4012
H 6.884 4.283 2.095 0.003 -0.111 0.392 0.3915
H 4.904 3.430 2.749 -0.494 0.012 -0.158 0.2688
H 4.756 3.539 0.981 0.054 0.242 0.132 -0.2005
H 5.272 1.102 0.826 -0.465 0.240 -0.275 0.3993
H 5.381 0.964 2.461 -0.868 0.003 0.615 0.4541
H 3.746 1.377 1.654 -0.022 -0.102 0.441 -0.5186
```
Forces are in eV/Å.